Entry 1:
Density functional theory data (the ωB97M-V functional and the def2-TZVPD basis) for C29H26ClN7O3Pd as an isolated structure in a non-equilibrium geometry.

## Properties
Electronic energy (eV): -63067.0473
Energy above the lowest of the compared OMol25 structures with the same formula, charge and spin (eV): 0.497
LUMO (eV): -1.799
HOMO energy (eV): -7.6838

XYZ file:
```
67
Properties=species:S:1:pos:R:3:forces:R:3:nbo_charge:R:1
Pd -0.23713 0.40975 0.58356 0.8 2.8 0.5 1.203
O 4.31037 -0.44209 -0.18850 0.0 0.0 0.0 -0.683
C 4.47000 -0.99433 1.02793 0.0 0.0 0.0 0.357
C 5.59715 -1.79261 1.23603 -0.1 0.0 0.0 -0.284
C 5.80169 -2.39397 2.45839 0.0 0.0 0.0 -0.163
C 4.89531 -2.21821 3.50413 0.0 0.0 0.0 -0.269
C 3.78549 -1.42725 3.30389 0.0 0.0 0.0 -0.139
C 3.55385 -0.80286 2.07437 0.1 0.0 -0.1 -0.187
C 2.34163 0.00534 1.85225 0.0 0.4 0.3 0.600
O 2.12375 0.55651 0.72636 0.0 -0.2 -0.5 -0.768
N 1.52348 0.16014 2.88516 -0.3 -0.7 0.0 -0.446
N 0.37576 0.77158 2.52173 -0.3 -1.0 -0.1 -0.188
C -0.31608 1.38500 3.41450 0.1 0.1 -0.1 0.083
C -1.26737 2.40889 3.08414 -0.4 -0.1 0.4 -0.227
C -2.01454 3.02783 4.09935 0.0 -0.1 0.0 -0.144
C -2.86331 4.07309 3.82285 0.0 0.0 0.0 -0.259
C -2.97073 4.52096 2.50454 0.0 0.0 0.1 -0.186
C -2.24404 3.92938 1.49629 0.2 -0.1 -0.2 -0.230
C -1.36078 2.86753 1.76471 -0.1 0.3 -0.2 0.338
O -0.66608 2.35960 0.76164 0.1 -0.3 -0.4 -0.633
H 3.45022 0.04228 -0.16022 0.0 0.0 0.1 0.513
H 6.28755 -1.92755 0.41437 0.0 0.0 0.0 0.221
H 6.67728 -3.01460 2.60376 0.0 0.0 0.0 0.210
H 5.05871 -2.70088 4.45766 0.0 0.0 0.0 0.212
H 3.06493 -1.27422 4.09522 0.0 0.0 0.0 0.230
H -0.06499 1.18693 4.45131 0.3 0.3 0.0 0.220
H -1.90181 2.66625 5.11486 0.0 0.0 0.0 0.213
H -3.43533 4.54432 4.60963 0.0 0.0 0.0 0.219
H -3.63708 5.34186 2.27142 0.0 0.0 0.0 0.216
H -2.31566 4.26695 0.47049 0.0 0.0 0.0 0.218
N -0.29985 0.75946 -1.51022 -0.5 -0.5 0.2 -0.482
C -0.23567 0.59179 -2.65058 0.2 0.0 0.2 0.602
N -0.11998 0.43215 -3.93585 0.0 -0.1 -0.1 -0.460
C -1.28035 0.14793 -4.78613 0.0 0.0 -0.1 -0.199
C -1.52412 1.31528 -5.73226 0.0 0.0 0.0 -0.412
C -0.25565 1.64292 -6.51968 0.0 0.0 0.0 -0.401
C 0.91703 1.92155 -5.57944 0.0 0.0 0.0 -0.413
C 1.13552 0.75407 -4.62732 0.1 0.0 0.0 -0.199
H -2.13756 -0.05546 -4.14913 0.0 0.0 0.0 0.226
H -1.05853 -0.76099 -5.35374 0.0 0.0 0.0 0.201
H -1.82863 2.18778 -5.14691 0.0 0.0 0.0 0.207
H -2.34637 1.06661 -6.40508 0.0 0.0 0.0 0.223
H -0.42848 2.50256 -7.16790 0.0 0.0 0.0 0.222
H -0.00547 0.79815 -7.17039 0.0 0.0 0.0 0.199
H 0.71585 2.82429 -4.99585 0.0 0.0 0.0 0.208
H 1.83373 2.09439 -6.14517 0.0 0.0 0.0 0.225
H 1.89800 0.96757 -3.88087 0.0 0.0 0.0 0.233
H 1.44535 -0.13663 -5.18206 0.0 0.0 0.0 0.201
Cl -3.23231 -1.01261 -1.73084 0.0 0.0 0.0 -0.014
C -2.84553 -1.80002 -0.22723 0.0 0.1 0.0 0.001
C -2.90094 -3.18021 -0.18598 0.0 0.0 0.0 -0.243
C -2.66423 -3.83919 1.00818 0.0 0.0 0.0 -0.140
C -2.40401 -3.11427 2.16736 -0.1 0.1 0.0 -0.214
C -2.34450 -1.74096 2.10715 0.0 0.1 0.1 -0.171
C -2.52658 -1.03631 0.90218 -0.8 -0.7 0.1 -0.078
C -2.38030 0.39031 0.89307 1.3 -0.6 -0.4 -0.289
H -3.13106 -3.73104 -1.08707 0.0 0.0 0.0 0.234
H -2.67730 -4.91944 1.04501 0.0 0.0 0.0 0.246
H -2.22814 -3.63570 3.09719 0.0 0.0 0.0 0.247
H -2.13206 -1.16519 3.00133 0.0 0.0 0.0 0.218
H -2.43997 0.87783 1.85488 -0.2 0.0 0.0 0.229
H -2.71571 0.95187 0.03127 -0.1 0.0 0.1 0.241
N -0.28715 -5.44760 2.28505 0.1 -0.1 0.0 -0.477
C 0.32728 -4.55298 1.88352 0.0 0.1 -0.1 0.456
N 1.09045 -3.56243 1.46154 0.2 0.0 0.1 -0.647
C 0.65958 -2.51989 0.89103 -0.1 0.0 -0.1 0.634
N 0.38548 -1.55118 0.27915 -0.4 0.2 0.2 -0.663
```
Positions in Å, forces in eV/Å.

***

Entry 2:
Density functional theory data (the ωB97M-V functional and the def2-TZVPD basis) for a 2-piece molecular cluster, C29H26NO3P overall in a non-equilibrium geometry.

## Properties
Electronic energy (eV): -47412.6861
Energy above the lowest of the compared OMol25 structures with the same formula, charge and spin (eV): 1.413
LUMO (eV): -2.391
HOMO energy (eV): -6.2046

XYZ file:
```
60
Properties=species:S:1:pos:R:3:forces:R:3:nbo_charge:R:1
C 5.14152 -4.81782 1.61922 -0.3 0.3 -0.1 -0.215
C 4.05474 -4.62209 2.48668 0.0 0.2 -0.2 -0.221
C 3.00568 -3.76955 2.11269 0.4 -0.2 -0.2 -0.223
C 3.02789 -3.10873 0.87402 0.3 -0.2 0.1 -0.319
P 1.57908 -2.13823 0.31195 -0.2 1.1 -0.3 1.919
C 0.23103 -3.28616 0.71475 -0.2 -0.1 0.2 -0.310
C -0.66427 -2.98812 1.74457 -0.3 -0.7 0.0 -0.225
C -1.68977 -3.88787 2.06687 0.1 -0.1 -0.3 -0.223
C -1.84438 -5.06917 1.32704 0.3 0.2 -0.1 -0.216
C -0.93069 -5.37629 0.30152 0.0 0.3 0.1 -0.218
C 0.10972 -4.48811 -0.00433 -0.4 -0.1 0.4 -0.209
C 1.29259 -0.67014 1.25416 -0.1 -0.8 0.1 -1.063
C 1.96620 0.48364 0.86397 1.2 1.4 0.1 0.308
N 2.55163 1.47353 0.57953 -1.1 -1.5 0.2 -0.558
O 1.67860 -1.87520 -1.15888 0.2 -0.2 0.0 -1.132
C 4.13641 -3.27209 0.02771 0.0 -0.3 0.2 -0.214
C 5.17820 -4.13312 0.39352 -0.1 0.0 0.3 -0.219
H 5.95485 -5.49527 1.90078 -0.3 0.3 -0.1 0.210
H 4.00974 -5.13939 3.45149 0.1 0.2 -0.4 0.210
H 2.15064 -3.64728 2.78247 0.2 0.0 -0.2 0.215
H -0.56498 -2.06271 2.30630 -0.1 -0.2 -0.2 0.224
H -2.36411 -3.65026 2.89479 0.1 -0.1 -0.3 0.208
H -2.67411 -5.75024 1.54550 0.4 0.2 0.0 0.210
H -1.02605 -6.31040 -0.26505 0.0 0.4 0.3 0.212
H 0.82874 -4.73972 -0.79116 -0.3 0.2 0.3 0.230
H 0.97619 -0.77171 2.30507 0.3 0.3 -0.6 0.239
H 4.17252 -2.75395 -0.93294 -0.2 -0.1 0.3 0.239
H 6.02184 -4.27316 -0.28961 -0.3 0.0 0.3 0.210
C -5.45715 0.60068 -3.95037 0.4 0.1 -0.2 -0.264
O -4.11470 0.45784 -4.50389 0.5 0.7 0.9 -0.470
C -3.08686 1.05372 -3.84295 -0.2 0.0 -0.1 0.421
C -1.75994 0.64485 -4.17158 -0.8 0.0 0.0 -0.284
C -0.72677 0.98185 -3.32580 0.0 -0.2 0.2 -0.083
C -0.93464 1.86685 -2.20849 -0.4 -0.5 -0.1 -0.118
C 0.09298 2.09586 -1.26507 -0.3 0.6 -1.5 0.158
C 0.12837 3.25075 -0.41928 0.2 0.3 1.5 -0.191
C 1.28012 4.09694 -0.32227 0.0 -0.6 0.0 -0.085
C 1.36712 5.08374 0.63137 -0.6 0.3 0.8 -0.255
C 0.33973 5.21506 1.60337 -0.5 0.0 -0.4 0.364
O 0.50626 6.14214 2.57968 -0.8 -0.5 0.0 -0.479
C -0.58433 6.31738 3.53507 0.5 -0.1 -0.4 -0.264
C -0.83193 4.43544 1.48924 0.5 0.5 0.3 -0.289
C -0.91944 3.47825 0.50574 0.2 -0.2 -0.6 -0.140
C -2.22048 2.47376 -2.10236 -0.1 0.0 -0.1 -0.106
C -3.28972 2.06074 -2.86629 0.0 -0.4 -0.1 -0.323
H -6.03617 -0.07381 -4.58632 -0.1 0.3 0.3 0.218
H -5.49756 0.28066 -2.89042 0.2 0.1 -0.6 0.198
H -5.82705 1.64064 -4.03596 0.2 -0.5 -0.1 0.187
H -1.65089 0.02035 -5.06793 0.2 0.2 0.6 0.248
H 0.27056 0.56672 -3.50772 -0.4 0.1 0.2 0.251
H 0.95160 1.42671 -1.31961 0.3 0.3 0.0 0.274
H 2.10814 3.96864 -1.01926 -0.3 -0.1 0.2 0.240
H 2.21109 5.77209 0.71937 -0.2 -0.4 -0.2 0.238
H -0.15472 7.02180 4.25104 -0.3 -0.2 -0.1 0.212
H -1.48324 6.74590 3.04938 0.5 -0.2 0.2 0.186
H -0.85526 5.36791 4.03765 0.3 0.5 -0.3 0.191
H -1.66299 4.58075 2.17542 0.3 -0.2 -0.1 0.220
H -1.79284 2.83624 0.48190 0.2 0.0 0.1 0.215
H -2.39055 3.24615 -1.36196 0.1 -0.1 -0.2 0.231
H -4.28823 2.48298 -2.71441 0.5 -0.2 0.0 0.232
```
Positions in Å, forces in eV/Å.

***

Q: Among the records above, which one has the lowest LUMO?
A: C29H26NO3P